Record 1
DFT (ωB97M-V/def2-TZVPD) results for 3 unconnected molecules or ions with the total composition C2H3F2IS2 at a distorted geometry.

Output
orbital gap (alpha / beta) = 8.33 / 8.33 eV
total energy = -1371.72149 a.u.
SMILES = FC(F)=S.C=S.I
HOMO energy (alpha / beta) = -9.169 / -9.169 eV

Structure (XYZ):
```
10
Properties=species:S:1:pos:R:3:forces:R:3:nbo_charge:R:1
F 0.859 0.349 1.185 0.93 -0.32 -1.30 -0.2980
C 1.489 -0.530 0.399 -0.73 -1.98 1.44 0.5737
F 0.780 -1.713 0.651 1.19 1.87 -0.77 -0.3430
S 2.855 -0.483 -0.438 -1.32 0.42 0.62 0.0608
C -1.799 -1.367 -1.164 -0.26 2.31 -0.76 -0.4347
S -0.889 -0.420 -2.169 -1.38 -1.38 1.03 0.0531
H -1.324 -1.796 -0.313 0.38 -0.76 0.41 0.1898
H -2.923 -1.360 -1.099 1.18 -0.16 -0.67 0.1981
I 0.792 4.221 1.925 0.28 0.50 0.40 -0.0950
H 0.161 3.098 1.023 -0.28 -0.50 -0.41 0.0954
```
Positions in Å, forces in eV/Å.

***

Record 2
DFT (ωB97M-V/def2-TZVPD) results for a molecular structure, C40H33N5OS4Y at a distorted geometry.

Output
orbital gap = 6.66 eV
total energy = -3523.97245 a.u.
net charge = +1
HOMO energy = -9.232 eV
energy above the lowest of the compared OMol25 structures with the same formula, charge and spin = 120.26 kcal per mole

Structure (XYZ):
```
84
Properties=species:S:1:pos:R:3:forces:R:3:mulliken_charge:R:1
Y 0.078 -0.194 0.513 0.74 0.51 -0.94 0.4204
C 3.583 0.509 0.088 -0.01 0.01 -0.02 -1.5589
N 2.368 1.191 -0.416 -0.08 -0.14 0.03 1.4105
C 2.292 2.605 -0.028 -0.04 -0.02 -0.03 -1.7203
C 0.890 3.133 0.213 0.02 -0.06 0.03 0.5639
C 0.662 4.500 0.178 0.01 0.05 -0.01 -1.0544
C -0.590 4.986 0.512 -0.03 0.06 0.00 -0.5688
C -1.592 4.097 0.870 0.00 0.05 0.00 -0.9859
C -1.298 2.751 0.858 0.08 -0.07 -0.06 -0.3249
N -0.085 2.278 0.534 -0.06 -0.23 -0.10 0.9933
C 2.358 1.102 -1.883 0.02 0.04 -0.01 -1.7760
C 1.980 -0.269 -2.381 0.12 0.05 -0.32 1.1778
C 2.218 -0.567 -3.807 0.00 0.09 0.17 -1.5332
C 1.511 -1.435 -4.535 -0.08 -0.11 -0.01 -1.2450
C 0.342 -2.255 -4.079 0.04 -0.01 -0.02 0.0349
C 0.527 -2.113 -1.931 0.08 0.09 -0.10 -0.8814
N 1.374 -1.007 -1.550 -0.39 -0.38 0.19 0.1555
C 3.412 -0.478 1.223 -0.13 0.02 -0.09 0.6342
C 4.458 -0.676 2.109 0.05 0.00 0.03 -1.1133
C 4.341 -1.646 3.091 0.05 -0.01 0.03 -0.4784
C 3.180 -2.398 3.157 0.02 0.00 0.01 -1.0664
C 2.177 -2.131 2.245 0.05 0.07 -0.03 -0.2025
N 2.285 -1.192 1.296 -0.27 -0.05 0.15 0.7966
H 4.343 1.243 0.370 0.01 0.02 0.01 0.5726
H 4.014 -0.059 -0.740 0.00 -0.02 -0.01 0.4635
H 2.781 3.243 -0.774 0.02 0.02 -0.02 0.4916
H 2.856 2.748 0.889 0.00 0.04 0.04 0.7497
H 1.463 5.171 -0.105 -0.02 0.00 0.01 0.5434
H -0.784 6.051 0.491 0.01 -0.01 0.00 0.4507
H -2.584 4.433 1.139 0.02 0.01 -0.01 0.5197
H -2.054 2.012 1.103 -0.01 -0.01 -0.02 0.3574
H 3.315 1.434 -2.307 0.02 0.01 0.01 0.5434
H 1.593 1.783 -2.274 -0.01 0.01 0.00 0.5678
H 3.029 -0.023 -4.279 -0.01 0.00 0.01 0.4942
H 1.820 -1.577 -5.566 -0.03 0.00 0.01 0.4309
H -0.204 -2.678 -4.919 0.02 0.00 -0.02 0.5994
H 0.063 -2.501 -1.026 0.00 -0.03 0.12 0.7754
H 5.352 -0.070 2.031 -0.01 -0.01 0.01 0.5028
H 5.144 -1.809 3.798 -0.01 0.01 -0.02 0.4326
H 3.040 -3.164 3.906 0.01 0.01 -0.01 0.4765
H 1.235 -2.662 2.294 0.00 0.00 -0.03 0.5275
S -1.769 -1.303 4.837 -0.02 -0.07 0.22 -0.3695
C -2.528 -2.280 3.666 -0.02 0.01 -0.03 -0.7293
C -2.036 -2.036 2.419 0.08 0.04 -0.05 -0.7952
C -0.999 -1.043 2.366 -0.33 -0.65 0.56 0.7978
C -0.755 -0.585 3.637 0.07 0.24 0.08 0.3909
C 0.277 0.390 4.008 -0.13 -0.16 -0.14 0.7353
C 0.465 0.812 5.327 -0.04 -0.02 0.08 -1.1081
C 1.482 1.690 5.628 0.02 0.02 0.06 -0.6829
C 2.313 2.129 4.606 0.00 0.00 0.00 -1.1725
C 2.055 1.670 3.332 -0.06 -0.09 0.02 -0.0124
N 1.063 0.834 3.010 -0.11 0.06 0.01 0.5961
H -3.306 -2.971 3.955 0.02 0.03 -0.01 0.5205
H -2.414 -2.548 1.544 0.00 0.02 0.01 0.5643
H -0.186 0.441 6.108 0.01 0.01 -0.03 0.4829
H 1.634 2.022 6.648 0.00 0.00 -0.02 0.4374
H 3.139 2.802 4.790 -0.02 -0.01 0.00 0.4928
H 2.703 1.975 2.525 0.01 0.01 -0.01 0.0503
O -1.628 -0.735 -0.657 0.37 0.70 0.36 -0.0003
C -2.510 -0.962 -1.711 0.01 -0.28 0.00 1.6358
C -2.700 0.339 -2.497 0.02 -0.03 -0.07 -0.7557
C -1.977 1.491 -2.408 0.03 0.12 0.06 0.2413
C -2.386 2.492 -3.338 0.00 -0.08 0.07 -1.3689
C -3.415 2.068 -4.119 0.04 0.05 -0.02 -0.5207
S -3.884 0.472 -3.731 -0.13 -0.09 -0.02 -0.1223
C -1.836 -1.992 -2.640 -0.02 0.15 0.05 -0.5933
C -0.473 -1.530 -2.989 0.04 0.06 0.03 -0.8852
C 0.751 -3.266 -2.954 -0.18 0.13 -0.03 0.1899
C -0.426 -4.198 -2.752 0.33 -0.05 -0.06 -0.8827
S -1.928 -3.625 -2.443 -0.29 -0.12 0.01 0.0275
C -3.862 -1.421 -1.207 -0.04 -0.03 -0.18 -0.7432
C -4.794 -2.188 -1.843 -0.06 -0.07 0.04 -0.4578
C -6.024 -2.274 -1.125 0.07 0.01 -0.08 -0.8329
C -6.000 -1.546 0.023 0.00 -0.03 -0.04 -0.6291
S -4.491 -0.777 0.251 0.11 0.10 0.12 0.0236
H -1.181 1.628 -1.686 -0.04 -0.01 -0.07 0.7285
H -1.945 3.477 -3.410 0.00 -0.03 0.01 0.4523
H -3.936 2.612 -4.891 0.03 -0.01 0.01 0.4834
H -0.451 -0.445 -3.061 -0.01 0.02 -0.01 1.1673
H 1.702 -3.785 -3.027 0.01 0.00 0.01 0.5220
H -0.362 -5.248 -3.006 0.02 0.05 0.02 0.4520
H -4.621 -2.662 -2.800 -0.02 0.02 0.03 0.5915
H -6.878 -2.850 -1.452 0.03 0.02 0.00 0.4396
H -6.781 -1.439 0.760 0.02 -0.02 -0.02 0.4621
```
Positions in Å, forces in eV/Å.